The following is a DFT calculation (the ωB97M-V functional and the def2-TZVPD basis) of a 2-piece molecular cluster, C2H2N5O2 overall in a non-equilibrium geometry.

orbital gap	7.321	eV
largest force on an atom	2.88	eV Å⁻¹
net charge	-1
ΔE to the lowest compared entry with this formula, charge and spin	4.038	eV

Geometry as XYZ:
```
11
Properties=species:S:1:pos:R:3:nbo_charge:R:1
C -0.40 0.76 2.19 -0.18
C -0.72 0.07 1.05 -0.18
N 0.93 1.00 2.15 -0.34
N 1.41 0.48 1.05 -0.14
N 0.39 -1.39 -1.64 0.08
N 0.45 -0.07 0.39 -0.25
N 0.25 -0.64 -2.59 0.48
O 0.15 -1.56 -3.51 -0.43
O 0.18 0.55 -2.77 -0.41
H -1.00 1.10 3.01 0.18
H -1.65 -0.32 0.68 0.19
```